{
  "formula": "C49H43NO18P",
  "method": "ωB97M-V/def2-TZVPD",
  "symbols": ["N", "C", "C", "C", "C", "O", "P", "C", "C", "C", "O", "O", "O", "H", "H", "H", "H", "H", "H", "H", "H", "H", "H", "H", "H", "H", "H", "H", "C", "C", "C", "O", "C", "C", "C", "O", "H", "H", "H", "H", "C", "C", "C", "O", "C", "C", "C", "O", "H", "H", "H", "H", "C", "C", "C", "O", "C", "C", "C", "O", "H", "H", "H", "H", "C", "C", "C", "O", "C", "C", "C", "O", "H", "H", "H", "H", "C", "C", "C", "O", "C", "C", "C", "O", "H", "H", "H", "H", "C", "C", "C", "O", "C", "C", "C", "O", "H", "H", "H", "H", "C", "C", "C", "O", "C", "C", "C", "O", "H", "H", "H", "H"],
  "xyz": [[-4.3807, -1.9399, 0.4879], [-4.6829, -1.5773, -0.6592], [-3.8500, -1.6477, -1.9064], [-2.9621, -2.8516, -2.0505], [-2.4239, -2.8084, -3.5270], [-1.0394, -2.7141, -3.5907], [-0.3404, -3.1367, -2.0722], [0.4487, -1.3988, -1.8207], [-0.5243, -0.2309, -1.7137], [0.1598, 1.0670, -1.8482], [-0.0871, 2.0149, -1.2026], [1.1286, 1.1724, -2.8061], [-1.8486, -2.7618, -1.2542], [-3.4304, -2.3220, 0.4552], [-5.6504, -1.1334, -0.7855], [-3.3218, -0.7264, -2.0137], [-4.5525, -1.6965, -2.7221], [-3.4939, -3.7618, -1.8583], [-2.7577, -3.6681, -4.0902], [-2.7799, -1.9188, -4.0230], [0.9335, -3.4868, -2.6686], [0.2460, -3.5803, -0.8197], [-0.8391, -4.5108, -2.1957], [1.1090, -1.4199, -0.9759], [1.0243, -1.1994, -2.7035], [-1.1788, -0.3087, -2.5603], [-1.0635, -0.1961, -0.7975], [0.8672, 1.9270, -3.3378], [2.6074, 4.2528, 0.1885], [1.7581, 4.6068, -0.7723], [1.1082, 5.9390, -0.7675], [0.3379, 6.2709, -1.6426], [1.4378, 6.8618, 0.3493], [2.2828, 6.5058, 1.3104], [2.9369, 5.1709, 1.3064], [3.7092, 4.8522, 2.1837], [3.0942, 3.2862, 0.2031], [1.5043, 3.9482, -1.5896], [0.9521, 7.8294, 0.3320], [2.5354, 7.1619, 2.1337], [4.0089, 0.8549, -3.6898], [4.9496, 1.7966, -3.6610], [6.0820, 1.7898, -4.6147], [6.9376, 2.6528, -4.5800], [6.1368, 0.6918, -5.6103], [5.2007, -0.2512, -5.6472], [4.0581, -0.2463, -4.6909], [3.2108, -1.1047, -4.7317], [3.1765, 0.8496, -2.9974], [4.9341, 2.6079, -2.9423], [6.9743, 0.7069, -6.2966], [5.2209, -1.0607, -6.3659], [-10.4260, -3.3614, -1.6567], [-9.5830, -2.4045, -2.0299], [-8.1664, -2.4110, -1.5817], [-7.3943, -1.5400, -1.9174], [-7.7260, -3.5248, -0.7020], [-8.5725, -4.4809, -0.3298], [-9.9873, -4.4768, -0.7772], [-10.7608, -5.3478, -0.4411], [-11.4620, -3.3773, -1.9706], [-9.8814, -1.5840, -2.6703], [-6.6890, -3.5074, -0.3852], [-8.2741, -5.3003, 0.3111], [-3.3382, 3.2153, -0.9437], [-3.9564, 4.3750, -1.1528], [-5.4343, 4.4889, -1.0901], [-5.9954, 5.5478, -1.2827], [-6.2038, 3.2590, -0.7830], [-5.5916, 2.0987, -0.5750], [-4.1097, 1.9864, -0.6397], [-3.5665, 0.9256, -0.4505], [-2.2577, 3.1106, -0.9834], [-3.4162, 5.2827, -1.3771], [-7.2807, 3.3634, -0.7407], [-6.1326, 1.1883, -0.3517], [9.5696, 2.9997, -1.7316], [8.3677, 3.5674, -1.7015], [7.6888, 3.8645, -0.4149], [6.5924, 4.3786, -0.3874], [8.4030, 3.5066, 0.8381], [9.6052, 2.9402, 0.8067], [10.2849, 2.6423, -0.4811], [11.3823, 2.1276, -0.5064], [10.0795, 2.7730, -2.6592], [7.8290, 3.8335, -2.6028], [7.8898, 3.7319, 1.7644], [10.1431, 2.6705, 1.7067], [0.0739, -1.5836, 4.5189], [-0.5481, -0.5546, 5.0820], [-1.4780, 0.3013, 4.3019], [-2.0435, 1.2437, 4.8193], [-1.6875, -0.0384, 2.8734], [-1.0679, -1.0698, 2.3050], [-0.1348, -1.9231, 3.0868], [0.4322, -2.8616, 2.5772], [0.7541, -2.2150, 5.0677], [-0.4075, -0.2936, 6.1236], [-2.3706, 0.5965, 2.3227], [-1.2116, -1.3306, 1.2608], [3.7683, -4.9855, 7.6379], [3.2513, -3.7892, 7.3768], [1.7915, -3.5419, 7.4852], [1.3191, -2.4518, 7.2459], [0.9309, -4.6797, 7.8959], [1.4478, -5.8760, 8.1569], [2.9084, -6.1245, 8.0501], [3.3805, -7.2134, 8.2913], [4.8290, -5.1877, 7.5644], [3.8600, -2.9465, 7.0752], [-0.1301, -4.4769, 7.9674], [0.8383, -6.7185, 8.4567]],
  "e_homo_ev": -4.34,
  "lumo_ev": -0.34,
  "homo_lumo_gap_ev": 4.01,
  "total_charge": -1,
  "molar_mass_g_mol": 964.85,
  "e_tot_ev": -99135.6565
}


{
  "formula": "C49H45EuN5O2S3Si",
  "method": "ωB97M-V/def2-TZVPD",
  "symbols": ["Eu", "C", "C", "C", "C", "C", "C", "C", "C", "C", "S", "C", "N", "H", "H", "H", "H", "H", "H", "H", "H", "C", "Si", "C", "C", "C", "C", "C", "C", "N", "C", "S", "H", "H", "H", "H", "H", "H", "H", "H", "H", "H", "H", "H", "C", "C", "C", "C", "C", "C", "C", "C", "C", "C", "C", "C", "C", "C", "H", "H", "H", "H", "H", "H", "H", "H", "H", "H", "H", "O", "N", "C", "C", "N", "C", "N", "O", "S", "C", "C", "C", "C", "C", "C", "C", "C", "C", "C", "C", "C", "C", "C", "H", "H", "H", "H", "H", "H", "H", "H", "H", "H", "H", "H", "H", "H"],
  "xyz": [[-0.0304, -0.5444, -0.2142], [2.5599, 0.6501, 2.0435], [1.3223, 1.3591, 2.5148], [1.4509, 2.2609, 3.5905], [0.3460, 2.9143, 4.0519], [-0.9068, 2.6862, 3.4457], [-2.0616, 3.3538, 3.8811], [-3.2639, 3.1202, 3.2564], [-3.3287, 2.2429, 2.1890], [-2.2163, 1.5566, 1.7049], [-2.4898, 0.5408, 0.3456], [-0.9520, 1.7659, 2.3537], [0.1640, 1.1272, 1.9237], [2.9684, 0.0328, 2.8438], [3.3169, 1.3793, 1.7528], [2.3400, -0.0009, 1.1873], [2.4260, 2.4244, 4.0292], [0.4030, 3.6150, 4.8739], [-1.9893, 4.0494, 4.7043], [-4.1567, 3.6373, 3.5801], [-4.2592, 2.0674, 1.6725], [5.0460, 4.2548, 0.8470], [4.5133, 3.1723, -0.6566], [5.1107, 4.0615, -2.2491], [5.4575, 1.5277, -0.4810], [2.6192, 3.1259, -0.6262], [1.9549, 4.2618, -0.1990], [0.5695, 4.2899, -0.0906], [-0.1217, 3.1327, -0.3861], [0.4738, 2.0149, -0.7750], [1.8193, 1.9990, -0.9353], [2.4329, 0.5180, -1.5342], [6.0949, 4.0917, 1.0770], [4.4751, 4.0111, 1.7391], [4.9192, 5.3181, 0.6649], [6.1815, 4.2496, -2.2305], [4.6140, 5.0183, -2.3826], [4.8975, 3.4561, -3.1245], [6.4952, 1.6425, -0.7824], [5.0097, 0.7559, -1.0964], [5.4551, 1.1684, 0.5437], [2.5247, 5.1415, 0.0668], [0.0490, 5.1711, 0.2488], [-1.2031, 3.0846, -0.3029], [-1.1834, -4.6640, 6.0109], [-0.5420, -5.1111, 4.8680], [-0.4098, -4.2866, 3.7695], [-0.9106, -2.9841, 3.7855], [-1.5940, -2.5626, 4.9287], [-1.7172, -3.3868, 6.0300], [-0.7638, -2.0835, 2.6350], [0.3113, -1.9690, 1.8257], [1.5370, -2.6928, 2.1756], [2.1322, -3.5943, 1.2830], [3.3196, -4.2260, 1.5833], [3.9687, -3.9641, 2.7813], [3.4038, -3.0712, 3.6773], [2.2065, -2.4494, 3.3844], [-1.2772, -5.3050, 6.8767], [-0.1558, -6.1200, 4.8324], [0.0815, -4.6520, 2.8806], [-2.0156, -1.5659, 4.9503], [-2.2440, -3.0396, 6.9094], [-1.6360, -1.4514, 2.4585], [1.6357, -3.7915, 0.3408], [3.7544, -4.9232, 0.8781], [4.9048, -4.4536, 3.0098], [3.9014, -2.8648, 4.6180], [1.7633, -1.7607, 4.0919], [0.8641, -2.2692, -1.7128], [0.4638, -3.2698, -2.4014], [-0.7129, -3.8299, -2.1850], [-1.5213, -3.2736, -1.1758], [-1.7996, -2.5222, -0.3380], [-1.1537, -4.9029, -2.9712], [-1.5661, -5.7766, -3.5946], [-0.9612, -0.0393, -2.3984], [-0.4965, 0.4974, -3.6916], [-0.4001, -0.9667, -4.8337], [-1.6650, -1.7286, -5.0573], [-2.4974, -2.0640, -3.9948], [-3.6311, -2.8310, -4.1976], [-3.9524, -3.2777, -5.4673], [-3.1356, -2.9419, -6.5348], [-2.0056, -2.1685, -6.3327], [-1.9970, 1.3024, -4.5050], [-2.9491, 1.7673, -3.4617], [-2.6927, 2.9310, -2.7466], [-3.5578, 3.3404, -1.7499], [-4.6865, 2.5934, -1.4574], [-4.9491, 1.4348, -2.1662], [-4.0864, 1.0251, -3.1654], [0.3409, -1.6026, -4.3466], [0.0145, -0.5856, -5.7657], [-2.2752, -1.7084, -3.0006], [-4.2509, -3.0976, -3.3531], [-4.8392, -3.8780, -5.6227], [-3.3708, -3.2962, -7.5297], [-1.3714, -1.9168, -7.1706], [-2.4601, 0.5756, -5.1662], [-1.5874, 2.1317, -5.0813], [-1.8005, 3.5032, -2.9657], [-3.3510, 4.2426, -1.1921], [-5.3484, 2.9074, -0.6640], [-5.8249, 0.8452, -1.9357], [-4.2888, 0.1169, -3.7169]],
  "s_squared": 12.02,
  "e_homo_ev": [-4.57, -4.60],
  "lumo_ev": [2.13, 2.13],
  "spin_multiplicity": 7,
  "homo_lumo_gap_ev": [6.70, 6.73],
  "total_charge": -1,
  "molar_mass_g_mol": 1012.18,
  "e_tot_ev": -122804.0584
}


{
  "formula": "C49H47AlClN4O3STe",
  "method": "ωB97M-V/def2-TZVPD",
  "symbols": ["Al", "C", "C", "C", "C", "C", "C", "Te", "N", "C", "O", "C", "C", "C", "C", "C", "C", "C", "C", "C", "C", "C", "C", "C", "C", "C", "C", "H", "H", "H", "H", "H", "H", "H", "H", "H", "H", "H", "H", "H", "H", "H", "H", "H", "H", "H", "H", "H", "H", "H", "Cl", "C", "H", "H", "C", "C", "C", "C", "C", "C", "N", "C", "C", "C", "C", "C", "C", "C", "O", "O", "C", "C", "H", "H", "H", "H", "H", "H", "H", "H", "H", "H", "H", "H", "H", "H", "S", "C", "C", "C", "N", "C", "C", "C", "C", "C", "N", "C", "C", "H", "H", "H", "H", "H", "H", "H", "H"],
  "xyz": [[0.1496, 0.6699, 0.6968], [6.7672, -2.0732, -6.4155], [5.7121, -1.6175, -5.4512], [4.7945, -0.6370, -5.7979], [3.8156, -0.2068, -4.9111], [2.8072, 0.8129, -5.3524], [3.7674, -0.7537, -3.6271], [2.2557, 0.0043, -2.2079], [1.8161, 0.7350, -0.0510], [3.0082, 0.4596, 0.3888], [3.8833, 0.0185, -0.4146], [3.4074, 0.6076, 1.8072], [4.7495, 0.4643, 2.1520], [5.1285, 0.4496, 3.4810], [4.1764, 0.6050, 4.4741], [2.8455, 0.7913, 4.1368], [2.4657, 0.7915, 2.8092], [3.0911, 1.9616, -2.3623], [4.4608, 2.1194, -2.5170], [5.0139, 3.3886, -2.5428], [4.2010, 4.5024, -2.4067], [2.8353, 4.3422, -2.2597], [2.2624, 3.0764, -2.2449], [0.7850, 2.9141, -2.0871], [4.6443, -1.7849, -3.2848], [4.5582, -2.4537, -1.9512], [5.6098, -2.1945, -4.1941], [6.6829, -1.5506, -7.3663], [6.6764, -3.1436, -6.5988], [7.7634, -1.8980, -6.0082], [4.8411, -0.2043, -6.7880], [2.8350, 0.9441, -6.4320], [3.0094, 1.7772, -4.8870], [1.7995, 0.5004, -5.0639], [5.4784, 0.3508, 1.3640], [6.1645, 0.2996, 3.7488], [4.4715, 0.5820, 5.5113], [2.1013, 0.9212, 4.9075], [1.4250, 0.8939, 2.5306], [5.0929, 1.2472, -2.6029], [6.0802, 3.5092, -2.6668], [4.6310, 5.4932, -2.4180], [2.1996, 5.2104, -2.1486], [0.2574, 3.8443, -2.2884], [0.5647, 2.5966, -1.0654], [0.4262, 2.1328, -2.7666], [3.5191, -2.5223, -1.6204], [5.0880, -1.8661, -1.2064], [4.9973, -3.4473, -1.9820], [6.2947, -2.9853, -3.9206], [-2.2382, 1.4678, 2.1929], [-0.6790, 2.2335, 1.6993], [-0.2422, 2.5926, 2.6325], [-0.9789, 3.1269, 1.1457], [4.8900, -6.4521, 0.4651], [4.1269, -5.2941, 1.0453], [4.6913, -4.0251, 1.0039], [4.0170, -2.9316, 1.5129], [2.7945, -3.0984, 2.1309], [2.2253, -4.3656, 2.2150], [1.0688, -4.6178, 2.9467], [0.2842, -3.7400, 3.6611], [-0.1374, -4.1360, 4.9364], [-0.8783, -3.2972, 5.7378], [-1.2234, -2.0285, 5.2924], [-0.8732, -1.6463, 4.0141], [-0.1487, -2.4916, 3.1760], [0.0130, -2.1114, 1.7501], [0.0887, -2.9161, 0.8485], [-0.0032, -0.8123, 1.5179], [2.8716, -5.4662, 1.6234], [2.1859, -6.8053, 1.6370], [5.8950, -6.1471, 0.1817], [4.3892, -6.8335, -0.4247], [4.9770, -7.2639, 1.1858], [5.6664, -3.8970, 0.5598], [4.4490, -1.9453, 1.4488], [2.2993, -2.2458, 2.5693], [1.0397, -5.5575, 3.3163], [0.1336, -5.1196, 5.2941], [-1.1745, -3.6361, 6.7186], [-1.7806, -1.3597, 5.9304], [-1.1908, -0.6899, 3.6329], [1.1522, -6.6913, 1.3128], [2.1872, -7.2478, 2.6363], [2.6731, -7.5072, 0.9690], [-5.3718, -1.1400, -1.0850], [-3.7578, -0.4428, -1.2103], [-3.4685, 0.9257, -1.2247], [-2.1733, 1.3297, -1.0256], [-1.1465, 0.4765, -0.8188], [-1.4108, -0.8406, -0.9794], [-2.6757, -1.3311, -1.1507], [-6.2569, -0.4501, -2.4862], [-6.6589, -1.3417, -3.4696], [-7.3942, -0.8483, -4.5350], [-7.7206, 0.4252, -4.6630], [-7.3522, 1.2610, -3.7099], [-6.6315, 0.8795, -2.5865], [-4.2444, 1.6656, -1.3327], [-1.9306, 2.3827, -0.9944], [-0.5578, -1.5030, -0.9028], [-2.8439, -2.3934, -1.1969], [-6.4085, -2.3871, -3.3885], [-7.7436, -1.5066, -5.3179], [-7.6716, 2.2855, -3.8416], [-6.4007, 1.5916, -1.8107]],
  "s_squared": 0.75,
  "e_homo_ev": [-6.35, -7.28],
  "lumo_ev": [-0.78, -0.78],
  "spin_multiplicity": 2,
  "homo_lumo_gap_ev": [5.57, 6.50],
  "e_above_lowest_kj_mol": 0.00,
  "molar_mass_g_mol": 962.04,
  "e_tot_ev": -100929.5964
}


{
  "formula": "C49H47Cl2N4O2Ta",
  "method": "ωB97M-V/def2-TZVPD",
  "symbols": ["Ta", "C", "C", "C", "C", "C", "C", "C", "C", "C", "C", "C", "C", "H", "H", "H", "H", "H", "H", "H", "H", "H", "H", "H", "H", "H", "H", "H", "H", "H", "H", "Cl", "C", "C", "C", "Cl", "C", "C", "C", "C", "N", "C", "C", "O", "H", "H", "H", "H", "N", "C", "N", "C", "C", "O", "C", "C", "H", "H", "H", "H", "H", "H", "H", "H", "C", "C", "C", "C", "C", "C", "C", "C", "C", "C", "H", "H", "H", "H", "H", "H", "H", "N", "C", "C", "C", "C", "C", "C", "C", "C", "C", "C", "C", "C", "C", "H", "H", "H", "H", "H", "H", "H", "H", "H", "H"],
  "xyz": [[-0.1219, -0.3513, 0.5639], [-2.9097, -1.3977, -3.5804], [-1.5896, -1.4745, -2.8540], [-1.4604, -2.2495, -1.6951], [-2.6329, -2.9830, -1.0996], [-0.1772, -2.4945, -1.1374], [-0.0409, -3.7020, -0.2269], [0.9709, -1.8892, -1.7328], [2.3584, -2.4465, -1.4753], [0.7976, -0.9881, -2.7995], [1.9986, -0.3043, -3.4091], [-0.4605, -0.8346, -3.3919], [-0.5707, -0.0065, -4.6473], [-3.0166, -2.2593, -4.2451], [-2.9937, -0.5011, -4.1842], [-3.7581, -1.3954, -2.9038], [-2.7515, -2.7371, -0.0417], [-2.4786, -4.0624, -1.1522], [-3.5663, -2.7662, -1.6053], [-0.1989, -4.6024, -0.8266], [-0.7779, -3.7014, 0.5737], [0.9418, -3.7732, 0.2216], [2.8621, -2.0063, -0.6173], [2.9940, -2.2863, -2.3417], [2.3013, -3.5231, -1.3227], [2.3287, -0.8237, -4.3127], [2.8391, -0.2758, -2.7228], [1.7660, 0.7206, -3.6979], [-0.7853, 1.0406, -4.4004], [-1.3582, -0.3604, -5.3048], [0.3523, -0.0208, -5.2206], [-3.3251, -3.4328, 2.8021], [-3.3572, -1.7217, 2.9171], [-4.3938, -1.0742, 3.6336], [-4.4397, 0.2833, 3.7446], [-5.7143, 1.0343, 4.6204], [-3.4408, 1.0951, 3.1333], [-3.3668, 2.4982, 3.1454], [-2.3397, 3.1262, 2.4798], [-1.3836, 2.3723, 1.7986], [-1.4327, 1.0472, 1.7691], [-2.4344, 0.4207, 2.4313], [-2.3828, -0.9768, 2.3221], [-1.3192, -1.4276, 1.6098], [-5.1588, -1.6783, 4.1018], [-4.1160, 3.0723, 3.6746], [-2.2564, 4.2034, 2.4758], [-0.5642, 2.8412, 1.2692], [1.4753, -1.6929, 1.3338], [2.1553, -2.2603, 2.0834], [2.9116, -2.8921, 2.9183], [3.8941, -2.1188, 3.7214], [5.2659, -2.2962, 3.0945], [5.5847, -3.6674, 2.9791], [4.6928, -4.3515, 2.1264], [3.2806, -4.3079, 2.6868], [3.8772, -2.5263, 4.7317], [3.5916, -1.0721, 3.7442], [6.0288, -1.8407, 3.7228], [5.2872, -1.8137, 2.1073], [5.0387, -5.3810, 2.0576], [4.7077, -3.9055, 1.1218], [3.2360, -4.8148, 3.6501], [2.5590, -4.7638, 2.0104], [4.9000, 2.2731, -0.0975], [3.9343, 1.5853, -0.8662], [2.7814, 1.1452, -0.2840], [2.5170, 1.3531, 1.0907], [1.3181, 0.8836, 1.6996], [1.1702, 1.0597, 3.0580], [2.1513, 1.7054, 3.8414], [3.2897, 2.1839, 3.2545], [3.5017, 2.0167, 1.8641], [4.6847, 2.4812, 1.2340], [5.8076, 2.6284, -0.5659], [4.1142, 1.4171, -1.9210], [2.0399, 0.6340, -0.8930], [0.2811, 0.6997, 3.5686], [1.9869, 1.8313, 4.9037], [4.0409, 2.6963, 3.8428], [5.4205, 3.0032, 1.8335], [-0.8392, 0.8179, -0.7385], [-1.5719, 1.6427, -1.3957], [-2.9791, 1.3366, -1.7152], [-3.7061, 0.4861, -0.8799], [-5.0480, 0.2494, -1.1181], [-5.6689, 0.8358, -2.2155], [-4.9460, 1.6614, -3.0684], [-3.6104, 1.9239, -2.8143], [-1.0387, 2.9831, -1.7165], [-1.8485, 4.1181, -1.6099], [-1.3061, 5.3739, -1.8281], [0.0335, 5.5053, -2.1706], [0.8418, 4.3793, -2.2825], [0.3114, 3.1256, -2.0418], [-3.2189, 0.0217, -0.0335], [-5.6120, -0.3921, -0.4532], [-6.7169, 0.6476, -2.4067], [-5.4278, 2.1073, -3.9279], [-3.0519, 2.5732, -3.4757], [-2.8914, 4.0170, -1.3397], [-1.9307, 6.2520, -1.7359], [0.4491, 6.4876, -2.3508], [1.8840, 4.4831, -2.5533], [0.9302, 2.2432, -2.1199]],
  "e_homo_ev": -12.89,
  "lumo_ev": -6.52,
  "homo_lumo_gap_ev": 6.37,
  "total_charge": 2,
  "e_above_lowest_kj_mol": 0.00,
  "molar_mass_g_mol": 975.79,
  "e_tot_ev": -88217.5488
}